DFT (ωB97M-V with the def2-TZVPD basis set) results for a 2-piece molecular cluster, C4H5NO2 overall.

Last column: natural (NBO) charge in e.
Geometry (Å):
C -1.48924 -0.35735 -0.62409  -0.6926
C -0.02186 -0.05599 -0.45343  0.1788
C 0.33700 1.38679 -0.14232  0.3783
O 1.45813 1.76479 0.07904  -0.4619
C 1.61632 -0.24740 2.31795  0.4936
O 2.69950 -0.58229 2.26526  -0.4958
N 0.94046 -0.87963 -0.54756  -0.5377
H -1.78996 -0.20905 -1.66800  0.2386
H -1.70735 -1.39348 -0.35034  0.2305
H -2.10908 0.30108 -0.00657  0.2270
H -0.52219 2.09145 -0.11888  0.1077
H 0.58829 -1.81892 -0.75108  0.3336

Computed properties:
- energy relative to the best compared isomer or geometry (same formula, charge and spin) (kJ/mol) = 153.4
- molar mass (g/mol) = 99.09
- lowest unoccupied orbital energy (Eh) = -0.0083
- orbital gap (eV) = 9.87

***

DFT (ωB97M-V with the def2-TZVPD basis set) results for C6H16N2O as an isolated structure.

Last column: natural (NBO) charge in e.
Geometry (Å):
C -0.17424 0.43835 0.31766  0.2662
C -1.12665 -0.54974 -0.03472  0.0486
C 2.08722 -1.21449 -0.86487  -0.4462
C 0.44017 1.45064 -0.60459  -0.6863
C -0.07858 0.78881 1.77677  -0.6830
C -2.39148 1.01790 -0.30775  -0.6830
N 1.22822 -1.23476 0.28885  -0.3014
N -1.21002 -1.32197 -1.16199  -0.8241
O 2.14280 -1.03680 1.40952  -0.6471
H 1.87114 -1.71823 2.03409  0.4642
H -1.62960 -1.01299 0.80765  0.2152
H -1.33309 -2.30812 -0.99038  0.3988
H -0.62271 -1.07275 -1.94191  0.3786
H 2.67121 -0.28163 -0.97209  0.1577
H 2.81421 -2.03925 -0.84322  0.1934
H 1.48029 -1.28689 -1.77095  0.1758
H 0.25433 1.23786 -1.65621  0.2158
H 0.09229 2.45725 -0.36777  0.2275
H 1.51728 1.49184 -0.42861  0.2411
H -0.63658 0.10458 2.41617  0.2150
H 0.96636 0.70441 2.08541  0.2679
H -0.42629 1.80612 1.95978  0.2156
H -3.29793 0.47736 -0.04874  0.2019
H -2.31263 1.92816 0.27737  0.1922
H -2.32571 1.17432 -1.37947  0.1956

Computed properties:
- energy relative to the best compared isomer or geometry (same formula, charge and spin) (kJ/mol) = 612.8
- molar mass (g/mol) = 132.21
- lowest unoccupied orbital energy (alpha / beta) (Eh) = 0.0304 / 0.0304
- orbital gap (alpha / beta) (eV) = 7.64 / 7.64

***

DFT (ωB97M-V with the def2-TZVPD basis set) results for a 8-piece molecular cluster, C8H26BN8O20P overall.

Last column: natural (NBO) charge in e.
Geometry (Å):
N 3.13701 0.26893 -1.46345  -1.2225
P 4.01546 1.60299 -1.99836  1.4758
O 4.81385 1.83022 -0.58032  -0.9890
O 2.77906 2.74307 -1.87475  -0.8023
C 1.68814 2.56827 -1.11509  1.0479
O 1.60327 2.83774 0.04356  -0.6214
O 0.62764 2.21170 -1.86869  -0.7071
B -0.34867 1.33221 -1.40105  1.2931
O -0.08420 0.48273 -0.34663  -0.9593
O -1.51590 1.37877 -2.10296  -0.8876
H 3.56436 -0.28735 -0.72986  0.4240
H 2.78250 -0.32610 -2.20375  0.4062
H 5.53837 2.45552 -0.69123  0.5019
H -0.60024 0.68560 0.44497  0.5191
H -2.14882 0.72846 -1.77220  0.5019
C -0.32042 3.98014 2.31103  -0.4819
N -1.14058 3.13882 1.40319  0.5531
O -1.33448 1.97296 1.71342  -0.4226
O -1.57009 3.64856 0.39140  -0.3664
H -0.02349 3.37062 3.15542  0.2374
H 0.53283 4.31818 1.72864  0.2666
H -0.93693 4.82334 2.60970  0.2334
C 1.88385 -1.03920 1.49956  -0.4996
N 2.77577 -2.22572 1.36385  0.5424
O 2.68671 -3.12900 2.16807  -0.3720
O 3.54856 -2.22357 0.41978  -0.4087
H 1.25380 -1.19193 2.36798  0.2303
H 2.52276 -0.16563 1.60281  0.2430
H 1.31187 -0.95849 0.57736  0.2715
C 3.81430 -5.62956 0.47869  -0.4893
N 4.80700 -6.61643 -0.02516  0.5383
O 5.56552 -7.13707 0.76300  -0.3630
O 4.79165 -6.82447 -1.22635  -0.4132
H 3.93583 -5.52831 1.54956  0.2378
H 4.00296 -4.68888 -0.03147  0.2511
H 2.83107 -6.00763 0.21331  0.2327
C -4.68094 3.41049 0.71005  -0.4857
N -5.55006 2.82068 1.76339  0.5355
O -5.71046 3.46096 2.78804  -0.4001
O -6.03069 1.72978 1.54412  -0.3659
H -4.32761 4.37038 1.06612  0.2285
H -3.86455 2.71426 0.53998  0.2492
H -5.27638 3.50738 -0.19329  0.2371
C -4.49547 1.20246 -4.78654  -0.4842
N -3.99435 0.22991 -3.77671  0.5351
O -4.56449 0.17416 -2.70188  -0.3925
O -3.02483 -0.42670 -4.08715  -0.3643
H -5.35065 1.71726 -4.36596  0.2292
H -3.67313 1.87853 -5.00209  0.2432
H -4.75672 0.63644 -5.67593  0.2360
C -5.48116 2.08086 5.74677  -0.4820
N -4.33559 1.72385 6.62823  0.5334
O -3.28538 1.41587 6.09847  -0.3820
O -4.52639 1.77047 7.82684  -0.3802
H -5.16448 1.99369 4.71615  0.2387
H -6.29427 1.39920 5.97848  0.2342
H -5.76801 3.09949 5.99060  0.2347
C 5.07138 -5.28027 -4.28971  -0.4843
N 4.36999 -4.10494 -3.70103  0.5367
O 3.15663 -4.12538 -3.65664  -0.3766
O 5.06868 -3.19532 -3.29700  -0.3867
H 4.32231 -6.00153 -4.59307  0.2316
H 5.65815 -4.92213 -5.13038  0.2302
H 5.71817 -5.67932 -3.51378  0.2493

Computed properties:
- molar mass (g/mol) = 596.12
- lowest unoccupied orbital energy (Eh) = -0.0163
- orbital gap (eV) = 8.95
- SMILES = NP(O)OC(=O)OB(O)O.C[N+](=O)[O-].C[N+](=O)[O-].C[N+](=O)[O-].C[N+](=O)[O-].C[N+](=O)[O-].C[N+](=O)[O-].C[N+](=O)[O-]

***

Among the records above, which one has the highest molar mass? C8H26BN8O20P

***

Which of these has the lowest molar mass? C4H5NO2

***

What is the molar mass in the first record? 99.09 g/mol

***

Which value of molar mass does entry 1 give? 99.09 g/mol